Version one
Molecular formula: CH2N3O3
Method: DFT, ωB97M-V with the def2-TZVPD basis set

```
9
Properties=species:S:1:pos:R:3:mulliken_charge:R:1
C -1.778 0.038 -0.316 0.238
N 0.877 0.112 0.644 -0.061
N 2.864 -0.734 -0.583 -0.146
N 0.408 -0.985 0.785 -0.190
O -1.184 -0.982 0.014 -0.388
O -2.893 0.272 -0.739 -0.611
O 2.236 0.248 -0.530 -0.228
H -1.129 0.938 -0.052 0.050
H 0.598 1.093 0.777 0.337
```

The net charge is -1. The value obtained for the LUMO energy (alpha / beta) is 4.29 / 4.21 eV. Its HOMO energy (alpha / beta) is -2.6 / -2.9 eV. The HOMO-LUMO gap (alpha / beta) is 6.86 / 7.08 eV.

Version two
Molecular formula: CH2N3O3
Method: DFT, ωB97M-V with the def2-TZVPD basis set

```
9
Properties=species:S:1:pos:R:3:mulliken_charge:R:1
O 2.064 -1.757 -0.026 -0.501
C 1.837 -0.581 -0.026 0.005
N 0.390 0.087 0.006 0.138
N -0.797 -0.570 0.031 -0.699
N -1.799 0.237 0.026 1.131
O -1.624 1.488 -0.008 -0.819
O -2.936 -0.259 0.055 -0.772
H 2.545 0.249 -0.041 0.297
H 0.320 1.105 -0.017 0.221
```

The structure (SMILES) is O=CNN=[N+]([O-])[O-]. The net charge is -1. The value obtained for the LUMO energy (alpha / beta) is 3.87 / 3.87 eV. Its HOMO energy (alpha / beta) is -3.2 / -3.2 eV. The HOMO-LUMO gap (alpha / beta) is 7.07 / 7.07 eV.

What should be chosen as the least stable of them? Choose version one.

Version one
Molecular formula: C3H8CsO
Method: DFT, ωB97M-V with the def2-TZVPD basis set

```
13
Properties=species:S:1:pos:R:3:mulliken_charge:R:1
Cs -15.714 -1.266 -1.143 1.038
C -11.107 -1.162 0.782 -1.341
C -12.302 -1.460 -0.092 0.298
C -12.085 -2.054 -1.483 -0.936
O -13.121 -2.458 0.552 -0.494
H -10.390 -1.956 0.573 0.353
H -11.433 -1.163 1.819 0.321
H -10.749 -0.166 0.521 0.377
H -12.957 -0.597 -0.243 0.157
H -12.982 -2.482 -1.930 0.190
H -11.185 -2.668 -1.584 0.330
H -11.748 -1.334 -2.245 0.374
H -12.554 -3.219 0.718 0.334
```

The net charge is +1. The value obtained for the LUMO energy is -3.70 eV. Its HOMO energy is -14.0 eV. The HOMO-LUMO gap is 10.34 eV.

Version two
Molecular formula: C3H8CsO
Method: DFT, ωB97M-V with the def2-TZVPD basis set

```
13
Properties=species:S:1:pos:R:3:mulliken_charge:R:1
Cs -2.075 1.475 3.088 1.019
C 0.960 0.942 -0.343 -1.302
C -0.233 -0.060 -0.498 0.435
C 0.186 -1.544 -0.184 -1.268
O -1.262 0.141 0.423 -0.640
H 0.615 1.947 -0.586 0.375
H 1.808 0.547 -0.903 0.340
H 1.341 1.148 0.657 0.333
H -0.786 0.161 -1.410 0.304
H -0.562 -2.272 0.132 0.379
H 1.016 -1.586 0.521 0.326
H 0.614 -1.908 -1.118 0.342
H -1.622 1.008 0.221 0.356
```

The net charge is +1. The value obtained for the LUMO energy is -3.86 eV. Its HOMO energy is -13.9 eV. The HOMO-LUMO gap is 10.01 eV.

What should be chosen as the least stable of them? Choose version two.

Version one
Molecular formula: C4H11NP
Method: DFT, ωB97M-V with the def2-TZVPD basis set

```
17
Properties=species:S:1:pos:R:3:mulliken_charge:R:1
C 0.292 0.565 -0.201 -0.834
C -0.499 -1.550 0.121 -0.587
C 1.534 0.133 0.529 -0.441
C -2.185 0.237 -0.180 -0.808
N -0.851 -0.170 0.359 -0.066
P 3.183 -0.113 -0.167 0.021
H 0.273 1.605 -0.225 0.573
H 0.276 0.435 -1.223 0.499
H -0.193 -1.899 -0.879 0.297
H -0.903 -2.228 0.795 0.408
H 1.249 -0.193 1.516 0.343
H -2.604 1.042 0.311 0.383
H -2.028 0.582 -1.125 0.349
H -2.707 -0.707 -0.174 0.360
H -0.727 -0.074 1.389 0.366
H 3.822 -0.279 1.010 0.076
H 3.417 1.098 -0.565 0.059
```

The net charge is +1. The value obtained for the LUMO energy (alpha / beta) is -4.21 / -4.88 eV. Its HOMO energy (alpha / beta) is -13.5 / -11.8 eV. The HOMO-LUMO gap (alpha / beta) is 9.26 / 6.96 eV.

Version two
Molecular formula: C4H11NP
Method: DFT, ωB97M-V with the def2-TZVPD basis set

```
17
Properties=species:S:1:pos:R:3:mulliken_charge:R:1
C -1.531 0.746 -0.065 -1.382
C -0.385 -0.255 -0.162 -0.123
N -0.924 -1.621 0.249 -0.242
C 0.885 0.253 0.586 -0.116
C 1.767 1.346 -0.022 -0.972
P 2.541 -0.393 -0.049 0.026
H -1.936 0.508 0.983 0.372
H -2.373 0.600 -0.778 0.400
H -1.006 1.685 -0.235 0.381
H -0.191 -0.251 -1.264 0.270
H -1.921 -1.597 -0.004 0.390
H -0.648 -1.899 1.228 0.379
H -0.600 -2.380 -0.452 0.401
H 0.772 0.098 1.714 0.477
H 1.462 1.668 -1.018 0.321
H 2.154 2.066 0.617 0.387
H 1.932 -0.573 -1.329 0.031
```

The structure (SMILES) is C[C@H]([NH3+])[C@@H]1CP1. The net charge is +1. The value obtained for the LUMO energy is -3.82 eV. Its HOMO energy is -13.7 eV. The HOMO-LUMO gap is 9.85 eV.

What should be chosen as the least stable of them? Choose version one.

Version one
Molecular formula: C6H11N5
Method: DFT, ωB97M-V with the def2-TZVPD basis set

```
22
Properties=species:S:1:pos:R:3:mulliken_charge:R:1
C -1.067 -2.018 -0.031 0.210
C -2.812 -0.438 -0.370 -0.070
C 0.002 -1.432 0.353 -0.192
C 2.175 -0.369 -0.216 0.481
C 1.247 -0.918 0.805 -0.475
C -2.539 1.812 0.473 -0.821
N 1.852 -0.029 -1.370 -0.412
N 3.513 -0.373 0.061 -0.017
N -2.253 -1.631 -0.569 -0.115
N 4.382 0.521 0.034 0.022
N -2.228 0.500 0.203 -0.257
H -0.775 -3.031 -0.093 0.357
H -3.546 -0.312 -1.138 0.383
H 1.082 -0.118 1.670 0.366
H 1.929 -1.674 1.453 0.406
H -3.484 2.134 0.184 0.376
H -2.455 2.047 1.576 0.274
H -1.629 2.294 -0.003 0.283
H 2.397 0.211 -2.273 0.336
H -2.897 -2.398 -0.803 0.303
H 4.107 1.440 0.320 0.290
H 5.270 0.407 -0.286 0.273
```

The net charge is +2. The value obtained for the LUMO energy is -10.44 eV. Its HOMO energy is -16.1 eV. The HOMO-LUMO gap is 5.66 eV.

Version two
Molecular formula: C6H11N5
Method: DFT, ωB97M-V with the def2-TZVPD basis set

```
22
Properties=species:S:1:pos:R:3:mulliken_charge:R:1
C 2.558 -1.109 0.674 -0.832
N 1.420 -0.673 -0.147 -0.225
C 0.304 -0.082 0.085 0.608
N -0.169 0.713 -1.279 -0.379
C -1.438 1.123 -1.434 -0.055
N -1.930 1.890 -2.373 -0.282
C -0.457 -0.014 1.283 -0.033
C -1.487 0.971 1.663 -0.192
N -1.966 0.597 2.845 -0.435
C -1.427 -0.471 3.267 -0.199
N -0.442 -0.899 2.391 -0.102
H 2.615 -2.238 0.909 0.320
H 3.554 -0.816 0.240 0.327
H 2.386 -0.762 1.707 0.358
H 1.695 -0.830 -1.168 0.371
H 0.607 1.301 -1.454 0.319
H -2.080 0.634 -0.771 0.571
H -2.963 1.994 -2.326 0.310
H -1.261 2.314 -3.064 0.311
H -1.927 1.866 1.240 0.489
H -1.663 -1.037 4.069 0.486
H 0.075 -1.749 2.698 0.264
```

The structure (SMILES) is CN/C(=[NH+]/C=[NH2+])c1cnc[nH]1. The net charge is +2. The value obtained for the LUMO energy (alpha / beta) is -8.82 / -8.82 eV. Its HOMO energy (alpha / beta) is -17.3 / -17.3 eV. The HOMO-LUMO gap (alpha / beta) is 8.51 / 8.51 eV.

What should be chosen as the least stable of them? Choose version one.

Version one
Molecular formula: C4H8OS
Method: DFT, ωB97M-V with the def2-TZVPD basis set

```
14
Properties=species:S:1:pos:R:3:mulliken_charge:R:1
C -2.347 1.963 -0.304 -0.609
C -1.620 1.026 -0.821 -0.021
C -1.673 -0.414 -0.367 0.463
O -0.776 -1.149 -0.692 -0.547
S -3.074 -0.993 0.515 -0.207
H -2.574 2.975 -0.661 0.268
H -3.009 1.560 0.467 0.174
H -0.968 1.185 -1.688 0.298
H -2.347 -1.923 0.915 0.137
C 2.167 -0.974 0.387 -0.632
H 2.288 -2.089 0.058 0.193
H 2.297 -0.904 1.531 0.216
H 1.162 -0.696 -0.031 0.005
H 2.880 -0.302 -0.051 0.262
```

The structure (SMILES) is C=CC(=O)S.C. The value obtained for the LUMO energy is 0.23 eV. Its HOMO energy is -10.1 eV. The HOMO-LUMO gap is 10.30 eV.

Version two
Molecular formula: C4H8OS
Method: DFT, ωB97M-V with the def2-TZVPD basis set

```
14
Properties=species:S:1:pos:R:3:mulliken_charge:R:1
C 1.825 0.315 -0.553 -1.264
C 0.917 -0.479 0.372 0.121
O 0.016 -1.326 -0.275 -0.504
C -0.390 -0.247 0.674 0.155
C -1.455 0.693 0.176 -0.514
S -2.867 -0.294 -0.285 -0.264
H 2.705 -0.272 -0.679 0.366
H 2.262 1.286 -0.242 0.300
H 1.460 0.374 -1.671 0.292
H 1.506 -0.996 1.096 0.420
H -0.693 -0.504 1.792 0.133
H -1.353 1.452 -0.718 0.299
H -1.915 1.399 1.061 0.261
H -2.019 -1.399 -0.749 0.198
```

The structure (SMILES) is C[C@@H]1O[C@@H]1CS. The value obtained for the LUMO energy is 0.92 eV. Its HOMO energy is -8.8 eV. The HOMO-LUMO gap is 9.76 eV.

What should be chosen as the least stable of them? Choose version two.